(1)
{"formula": "C5H11OS", "method": "wB97M-V/def2-TZVPD", "e_above_lowest_kj_mol": 63.4, "energy_ha": -670.5403, "lumo_energy_ev": 3.84, "charge": -1, "species": ["C", "C", "S", "H", "H", "H", "H", "H", "C", "O", "C", "C", "H", "H", "H", "H", "H", "H"], "xyz": [[-0.1484, -2.8202, -1.3546], [0.8635, -2.2894, -0.3469], [1.6660, -0.7515, -0.8856], [0.3089, -2.9498, -2.3335], [-0.9429, -2.0800, -1.5101], [-0.6243, -3.7460, -1.0245], [1.6257, -3.0581, -0.1833], [0.3598, -2.1443, 0.6108], [0.4132, 1.9670, 1.3438], [0.6956, 0.6291, 1.6728], [-0.4572, 2.0809, 0.1143], [-1.6247, 2.7100, 0.1227], [1.3593, 2.5018, 1.1979], [-0.1573, 2.3996, 2.1715], [1.0756, 0.1768, 0.8532], [-0.1760, 1.4352, -0.7150], [-2.2547, 2.7420, -0.7589], [-1.9821, 3.1969, 1.0254]], "forces_ev_per_a": [[-0.332, 0.512, -0.078], [0.052, -0.219, -0.104], [0.120, 0.006, -0.164], [0.150, -0.206, -0.047], [0.069, -0.039, 0.111], [0.042, -0.216, -0.008], [0.012, 0.000, 0.032], [-0.026, 0.069, 0.088], [-0.150, -0.377, -0.315], [-0.145, -0.145, 0.026], [-0.268, -0.570, 0.355], [0.116, 0.082, -0.113], [-0.058, 0.315, 0.006], [0.302, 0.154, 0.142], [-0.038, 0.187, 0.219], [0.245, 0.316, -0.144], [-0.076, -0.022, 0.070], [-0.015, 0.155, -0.077]]}

---

(2)
{"formula": "C21H26CuInN5O3", "method": "wB97M-V/def2-TZVPD", "energy_ha": -3144.2835, "lumo_energy_ev": [-14.89, -14.89], "spin_multiplicity": 2, "charge": 4, "species": ["Cu", "In", "O", "C", "O", "O", "H", "N", "C", "C", "C", "C", "H", "H", "H", "H", "H", "N", "C", "C", "C", "C", "H", "H", "H", "H", "H", "N", "C", "C", "C", "C", "H", "H", "H", "H", "H", "N", "C", "C", "C", "C", "H", "H", "H", "H", "H", "N", "C", "C", "C", "C", "H", "H", "H", "H", "H"], "xyz": [[-3.6084, 7.8974, 7.9941], [-1.6450, 12.4014, 9.9779], [-4.1397, 11.5320, 5.7924], [-3.8001, 10.8949, 6.9816], [-3.9575, 9.6299, 7.0111], [-3.3424, 11.6059, 7.8720], [-4.9020, 11.0054, 5.4797], [-7.8035, 12.8719, 4.9031], [-7.3260, 11.7299, 4.3095], [-7.5341, 10.6990, 5.2000], [-8.0457, 11.2696, 6.3949], [-8.2043, 12.6117, 6.1776], [-8.0800, 13.6854, 4.3778], [-6.9852, 11.7980, 3.2894], [-7.4173, 9.6345, 5.0756], [-8.3818, 10.7688, 7.2877], [-8.5788, 13.3820, 6.8296], [-3.6338, 13.0462, 3.0113], [-3.9524, 12.4548, 1.8419], [-4.1650, 13.4533, 0.8451], [-3.7303, 14.6208, 1.4068], [-3.3452, 14.3667, 2.7522], [-3.4816, 12.5797, 3.9023], [-4.1273, 11.3897, 1.8240], [-4.7337, 13.2848, -0.0553], [-3.7095, 15.6046, 0.9615], [-2.9136, 15.0059, 3.5105], [-5.1599, 16.7810, 6.7818], [-3.8354, 17.0691, 6.8234], [-3.1155, 15.9404, 6.4964], [-4.1023, 14.9318, 6.2921], [-5.3503, 15.4546, 6.4740], [-5.9460, 17.3848, 6.9551], [-3.5082, 18.0908, 6.9316], [-2.0519, 15.8098, 6.4032], [-3.8187, 13.9106, 6.0812], [-6.3152, 14.9831, 6.4474], [-7.9433, 6.5111, 3.5570], [-7.9692, 5.8108, 4.6991], [-6.8849, 6.2681, 5.5309], [-6.1762, 7.1879, 4.8032], [-6.8735, 7.3553, 3.5874], [-8.6535, 6.4526, 2.8360], [-8.6293, 4.9785, 4.9036], [-6.7307, 5.8960, 6.5304], [-5.2645, 7.6722, 5.1163], [-6.7066, 7.9812, 2.7243], [0.4299, 11.5605, 3.1894], [-0.6185, 11.3608, 4.0407], [-1.3849, 10.2568, 3.6178], [-0.9020, 9.9396, 2.3697], [0.2492, 10.7515, 2.1280], [1.1227, 12.2853, 3.3331], [-0.6589, 11.9406, 4.9532], [-2.2169, 9.8614, 4.1759], [-1.2566, 9.1373, 1.7414], [0.8901, 10.8464, 1.2606]], "forces_ev_per_a": [[-0.081, 1.155, -0.281], [-0.289, -0.055, -0.153], [-0.525, -0.996, 0.495], [0.770, 0.032, 0.693], [-0.248, -0.591, -0.310], [0.409, 0.108, 0.080], [0.046, 0.325, -0.348], [0.484, 0.268, -0.141], [-0.660, 0.192, -0.128], [0.311, -0.103, 0.464], [-0.265, 0.007, 0.149], [-0.132, -0.102, -0.076], [0.244, 0.157, 0.083], [-0.142, -0.324, -0.068], [0.284, 0.078, -0.261], [0.200, -0.133, 0.008], [-0.197, 0.004, -0.073], [1.002, -0.141, -0.409], [-0.989, -0.456, 0.925], [0.019, -0.172, 0.504], [0.135, 0.918, 0.053], [-0.468, -0.196, 0.001], [0.055, -0.051, -0.171], [-0.026, 0.025, -0.197], [0.498, 0.059, -0.329], [-0.008, -0.070, -0.051], [-0.141, 0.039, -0.102], [-1.138, -1.103, -0.011], [0.208, 0.995, -0.541], [-1.208, -1.051, -0.076], [2.920, -0.908, -0.420], [-0.392, 1.409, 0.263], [0.222, 0.468, 0.130], [0.038, -0.003, 0.312], [0.033, 0.243, 0.100], [-0.501, -0.069, 0.090], [-0.119, 0.090, -0.015], [-0.124, -0.126, 0.394], [0.230, -0.172, 0.411], [-0.128, -0.141, -0.306], [-0.137, -0.284, 0.555], [-0.296, -0.020, -0.767], [0.175, -0.036, -0.159], [-0.279, 0.200, -0.145], [0.174, -0.038, -0.035], [-0.123, 0.216, -0.205], [0.218, 0.120, 0.124], [-1.025, -0.004, -0.278], [0.125, -0.353, 1.379], [0.170, 1.611, 0.332], [0.565, -0.444, -0.458], [0.031, 0.143, -0.436], [0.062, -0.215, -0.370], [-0.101, -0.171, -0.013], [-0.025, -0.114, -0.116], [0.181, 0.119, -0.180], [-0.045, -0.338, 0.083]]}

---

(3)
{"formula": "C4H14O3", "method": "wB97M-V/def2-TZVPD", "e_above_lowest_kj_mol": 138.6, "energy_ha": -386.4740, "lumo_energy_ev": 0.59, "charge": 0, "species": ["C", "C", "C", "C", "H", "H", "H", "H", "H", "H", "H", "H", "O", "H", "H", "O", "H", "H", "O", "H", "H"], "xyz": [[0.7816, -0.7822, 0.1348], [1.0218, -1.1729, 1.3893], [0.3784, -0.3778, 2.5204], [1.8303, -2.3825, 1.6701], [1.3702, -1.0743, -0.7269], [0.2190, 0.1309, -0.0338], [-0.7059, -0.3200, 2.5137], [0.7144, 0.6534, 2.3774], [0.7727, -0.7217, 3.4757], [2.2693, -2.8222, 0.7708], [1.2391, -3.2354, 2.0261], [2.6044, -2.1924, 2.4176], [-4.5837, 0.9639, -1.3715], [-4.8975, 1.5044, -2.0987], [-4.6815, 0.0379, -1.5942], [-0.5539, 0.4617, -2.6346], [-0.8396, 0.4772, -1.7144], [0.0427, 1.2221, -2.6382], [0.7908, 3.3320, -1.8824], [0.8889, 3.7517, -2.7379], [1.3387, 2.5461, -1.8635]], "forces_ev_per_a": [[0.866, 0.889, 0.196], [-1.281, 0.206, -0.860], [1.021, 0.133, -0.232], [0.343, -0.905, 0.141], [-0.295, -0.658, 0.036], [-0.183, -0.070, 0.154], [-0.096, -0.466, 0.006], [-0.016, -0.004, 0.261], [-0.334, 0.031, 0.150], [0.252, 0.512, -0.063], [-0.265, 0.390, 0.397], [0.035, -0.058, -0.060], [0.202, 0.270, 0.559], [-0.051, -0.268, -0.202], [-0.123, -0.010, -0.343], [0.310, 0.298, 0.233], [-0.312, -0.252, -0.080], [-0.257, -0.030, -0.340], [-0.388, -0.016, 0.358], [0.185, -0.082, -0.194], [0.388, 0.089, -0.119]]}

---

(4)
{"formula": "C8H16InO5", "method": "wB97M-V/def2-TZVPD", "e_above_lowest_kj_mol": 869.8, "energy_ha": -879.9630, "lumo_energy_ev": -3.81, "charge": 1, "species": ["In", "C", "C", "O", "H", "H", "H", "H", "H", "C", "C", "O", "H", "H", "H", "H", "H", "C", "C", "C", "O", "C", "O", "O", "H", "H", "H", "H", "H", "H"], "xyz": [[-0.2267, -1.0489, 1.0495], [-3.0548, -3.4213, 1.1383], [-1.6534, -3.3412, 0.7778], [-1.3449, -2.7558, -0.4779], [-3.5445, -3.9933, 0.3502], [-3.6091, -2.5044, 1.3386], [-3.1298, -3.8766, 2.1258], [-1.3082, -4.3733, 0.7173], [-1.0149, -2.7414, 1.4264], [1.4703, -0.5382, -2.0806], [0.9786, -1.5844, -1.2184], [-0.4039, -1.8415, -1.1453], [0.9973, 0.3146, -1.5937], [1.2707, -0.7929, -3.1215], [2.5366, -0.3600, -1.9419], [1.2153, -1.4403, -0.1642], [1.5742, -2.4890, -1.3413], [0.9796, 3.4608, 1.7101], [0.2209, 3.3089, 0.4126], [0.9159, 3.1946, -0.8686], [1.4779, 1.9353, -0.9710], [0.6067, 1.1431, -0.2644], [0.4588, -0.0578, -0.1594], [-0.2507, 2.0493, 0.4936], [1.1484, 4.5281, 1.8536], [1.9029, 2.8951, 1.8344], [0.3833, 3.0619, 2.5306], [-0.6717, 3.9175, 0.2677], [1.7428, 3.9025, -0.9251], [0.3322, 3.4487, -1.7534]], "forces_ev_per_a": [[-5.837, -5.769, 12.692], [-2.006, 0.930, -0.088], [3.876, -1.009, 1.341], [-2.533, -1.373, -3.999], [-0.443, -0.085, 0.395], [0.216, 0.431, -0.618], [0.276, -0.730, -0.231], [0.547, 0.008, 0.185], [-0.848, -1.887, 1.564], [-0.480, 1.062, -1.535], [4.216, -8.697, 2.020], [-2.203, 2.023, -1.816], [1.113, -1.242, -5.100], [-0.068, 0.530, -0.026], [0.121, -0.586, 0.033], [2.903, -1.848, -1.216], [-0.466, -0.765, -1.050], [0.103, 1.480, 0.416], [0.005, 1.059, 0.834], [2.228, 4.520, -1.856], [-1.396, -3.410, 1.808], [-2.041, 5.708, 2.930], [2.784, 16.808, -5.045], [-0.284, -7.661, -1.842], [0.350, -0.087, 0.447], [0.253, 0.114, -0.787], [-0.433, 0.402, -0.117], [0.330, 0.616, 0.525], [0.192, -0.012, 0.035], [-0.474, -0.533, 0.101]]}